Here is a cluster of 11 separate species, C19H62N16O11 in total in a non-equilibrium geometry from the OMol25 dataset. Energies are from wB97M-V/def2-TZVPD.

Geometry as XYZ:
```
108
Properties=species:S:1:pos:R:3:forces:R:3
C -0.20236 -1.46862 -1.40238 -1.1 0.5 -0.5
O -0.00817 -0.49415 -0.39265 0.1 -0.1 0.3
C -0.69160 0.73739 -0.66573 1.0 0.4 -0.3
C -0.65494 1.71817 0.56019 0.8 -1.7 -0.3
C -1.72621 1.36762 1.59937 0.6 0.8 -0.6
N -0.64845 3.10976 0.19246 -1.3 0.6 -0.7
H 0.32064 -2.41377 -1.25646 0.0 0.3 0.7
H 0.03043 -1.16224 -2.42220 0.7 0.6 -0.1
H -1.27830 -1.61548 -1.49670 -0.3 -0.6 0.2
H -0.16936 1.16309 -1.52256 0.1 0.5 -0.1
H -1.69887 0.56741 -1.04604 -0.5 -0.2 0.4
H 0.30281 1.59785 1.06647 0.2 -1.0 0.0
H -2.70693 1.75410 1.32201 0.0 0.2 0.0
H -1.32309 1.89801 2.46210 -0.7 -0.4 0.7
H -1.83299 0.29047 1.72751 0.3 0.1 0.3
H 0.26620 3.47486 -0.03158 0.0 -0.1 0.1
H -1.06613 3.66394 0.92632 0.1 0.2 -0.1
C 5.06349 3.01191 6.77579 -0.7 0.9 -0.1
O 3.91457 2.40613 6.20135 0.0 -1.0 0.3
C 3.75476 1.06030 6.63896 -0.7 -1.0 0.1
C 2.38392 0.38490 6.24709 -0.9 1.5 0.0
C 1.12192 1.07515 6.78376 0.8 2.3 -0.7
N 2.21488 -0.90463 6.77362 1.1 -2.9 1.4
H 4.92261 3.30655 7.81572 -0.5 -0.1 0.3
H 5.13102 3.93678 6.20294 0.7 0.0 0.1
H 5.98997 2.43850 6.80598 -0.1 -0.4 -0.7
H 4.55031 0.42476 6.25000 0.1 -0.1 -0.4
H 3.90316 0.98115 7.71591 -0.3 0.3 0.4
H 2.35208 0.26722 5.16393 0.0 0.5 -0.2
H 1.01998 1.06329 7.86892 0.7 -0.1 0.2
H 0.17380 0.63921 6.46896 0.2 0.1 -0.7
H 1.26969 2.11573 6.49487 -1.0 0.5 0.0
H 1.43668 -1.38212 6.34177 0.2 -0.2 -0.7
H 1.81984 -0.75958 7.69177 0.5 -0.4 0.6
N -2.74419 3.58337 -5.65848 -1.1 -0.6 -2.2
C -1.95417 3.96472 -4.64855 1.4 -1.0 -4.4
N -2.59629 4.03719 -3.58290 -3.2 1.0 6.6
O -0.77911 4.13133 -4.73716 3.5 0.5 -0.5
H -3.73520 3.68715 -5.49350 0.2 -0.3 -0.9
H -2.34778 3.45011 -6.57782 -0.4 0.2 0.3
H -2.04844 4.37279 -2.80359 -0.7 -0.1 0.4
H -3.60241 3.95307 -3.61010 0.4 0.2 0.9
N -4.24600 6.68682 3.54901 -2.4 -0.4 0.2
C -3.02467 7.07865 3.18154 -0.8 -1.5 1.8
N -2.19515 7.21775 4.18599 2.8 0.8 3.0
O -2.69195 7.15041 2.06095 1.2 0.9 -4.7
H -4.43510 6.37451 4.49071 -0.2 0.0 -0.4
H -4.76701 6.33014 2.76071 -0.3 0.0 0.5
H -1.22408 7.40410 3.98008 -0.3 0.0 0.0
H -2.40091 6.93301 5.13293 0.0 0.2 -0.3
N 5.76365 4.07469 -3.80559 4.1 0.1 -0.4
C 4.62139 3.63267 -3.31474 0.2 1.4 -1.1
N 3.64746 4.24043 -3.92485 -2.6 1.1 -1.5
O 4.47213 2.88134 -2.42879 -0.1 -3.7 3.6
H 5.79653 4.59438 -4.67100 0.2 -0.4 0.2
H 6.58861 3.57642 -3.50349 0.0 0.3 -0.2
H 4.00204 5.07617 -4.36747 -1.8 0.1 -0.2
H 2.72698 3.95112 -3.62630 -0.2 1.0 -0.4
N -2.76690 -2.82738 3.42662 -4.8 2.1 -1.0
C -1.66249 -3.28657 3.89181 1.0 -0.2 1.1
N -0.94527 -3.72205 2.90317 3.5 -1.9 -3.0
O -1.35589 -3.30036 5.04200 0.8 -0.3 3.1
H -2.85120 -2.80369 2.42043 -1.1 0.3 0.6
H -3.46098 -2.54770 4.10496 -0.1 0.2 -0.7
H -1.22014 -3.42958 1.97636 0.8 -0.5 0.1
H -0.01894 -4.08151 3.08432 -0.2 0.3 -0.2
N 2.22201 -6.67000 -3.10649 -3.9 0.8 5.3
C 2.84431 -7.32883 -4.00376 -1.1 -3.4 -1.4
N 3.56789 -6.49714 -4.61763 4.9 3.8 -3.9
O 2.66406 -8.48061 -4.30938 -0.4 -2.1 -0.2
H 2.49794 -5.72348 -2.88723 -0.8 -0.4 0.6
H 1.55413 -7.24588 -2.61414 0.1 0.8 0.7
H 3.86967 -6.66215 -5.56726 0.3 0.3 0.5
H 3.59089 -5.62364 -4.11109 1.0 0.5 -1.6
N 3.97810 1.36613 2.02521 0.0 0.0 1.1
C 4.08082 0.08443 1.62031 0.4 -1.1 1.4
N 3.96462 -0.00317 0.31733 -0.3 -0.1 -3.3
O 4.28041 -0.85292 2.38395 -0.3 0.2 0.0
H 3.97017 2.10673 1.33851 0.0 0.2 1.0
H 3.96172 1.36572 3.03508 0.1 1.3 -0.2
H 3.74362 0.87101 -0.13773 0.0 -0.6 -0.6
H 3.85323 -0.86792 -0.19248 0.1 0.2 0.4
N 4.08148 -0.85304 -4.55860 0.9 4.6 1.2
C 3.76424 -2.10617 -4.57664 0.9 -0.5 0.0
N 3.50553 -2.45302 -5.80483 -1.5 -2.7 -4.2
O 3.85771 -2.82870 -3.63072 -0.7 -2.1 2.3
H 4.14643 -0.34456 -5.42885 -0.1 0.4 0.8
H 4.04767 -0.41200 -3.65060 0.4 0.4 -0.4
H 3.44297 -1.78192 -6.55702 -0.1 -0.3 0.3
H 3.16449 -3.38142 -6.00938 0.2 0.2 0.1
C -8.13346 0.04521 -1.54975 1.4 0.8 1.6
C -6.67702 -0.19447 -1.00565 -1.2 -0.4 -0.5
O -6.42640 -1.55610 -0.92187 0.8 -2.4 0.2
H -8.29345 1.11245 -1.70308 0.0 0.0 -0.4
H -8.77146 -0.19269 -0.69860 -0.4 -0.4 -0.4
H -8.34526 -0.53671 -2.44674 0.0 0.1 0.1
H -6.53831 -0.02167 0.06159 -0.4 1.5 -0.1
H -5.88895 0.28462 -1.58662 -0.1 0.3 -0.1
H -6.80692 -2.14037 -1.58173 -0.1 0.5 -0.4
C -3.46530 -5.61740 -3.29659 -0.9 -1.5 1.0
C -4.29517 -6.92800 -3.44465 -1.3 3.4 -2.3
O -3.60316 -8.06211 -3.21459 1.1 -1.6 0.8
H -2.55202 -5.79173 -3.86551 0.2 0.4 0.4
H -3.34567 -5.45861 -2.22488 0.7 0.3 -0.1
H -4.03949 -4.78346 -3.70024 0.1 -0.1 -0.1
H -4.55325 -6.81347 -4.49745 -0.2 -0.6 -0.7
H -5.28896 -6.86797 -3.00095 0.1 0.0 0.9
H -4.10972 -8.79213 -3.57800 0.1 -0.2 0.1
```
Forces are in eV/Å.

For the orbital gap, the calculation gives 8.52 eV. The calculation puts the energy above the lowest of the compared OMol25 structures with the same formula, charge and spin at 9.048 eV. The calculation puts the HOMO energy at -8.45 eV.

Here is a structure of composition C19H6Br4N4O2PdSSe in a non-equilibrium geometry from the OMol25 dataset. Energies are from wB97M-V/def2-TZVPD.

Geometry as XYZ:
```
38
Properties=species:S:1:pos:R:3:forces:R:3
Pd -0.34528 -0.20829 -0.01422 -0.7 -1.5 -1.8
Se -1.21097 3.31684 7.11399 0.0 0.1 0.2
N -2.26847 2.21334 6.19812 -0.1 0.0 0.1
C -1.65058 1.93448 5.08644 0.0 0.0 -0.1
C -2.18813 1.05818 4.05895 0.2 0.0 -0.2
C -3.42933 0.43637 4.18772 0.0 0.1 0.2
C -3.87537 -0.38023 3.17853 0.0 -0.1 -0.1
C -3.05681 -0.54883 2.06246 -0.2 -0.2 -0.1
N -1.88779 0.03408 1.93192 -0.1 0.4 0.7
C -1.43541 0.82757 2.89582 -0.4 -0.1 0.2
C -0.11077 1.45682 2.69867 0.5 0.3 0.0
N 0.57553 1.20461 1.56265 -0.5 0.0 0.6
C 1.76086 1.77135 1.40298 0.2 0.0 -0.2
C 2.34723 2.62010 2.33910 0.0 0.0 -0.1
C 1.66486 2.88846 3.49380 0.0 0.1 0.2
C 0.41455 2.30224 3.68827 -0.1 -0.2 -0.2
C -0.35508 2.55213 4.89953 0.0 0.0 -0.1
N 0.05807 3.32337 5.86412 0.1 0.1 0.0
H -4.01256 0.61268 5.08335 0.0 0.0 0.0
H -4.83189 -0.88428 3.23454 0.0 0.0 0.0
H -3.36029 -1.18626 1.23411 0.1 0.0 0.0
H 2.27180 1.53571 0.47916 -0.1 -0.1 0.0
H 3.32052 3.04743 2.13801 0.0 0.0 0.0
H 2.06355 3.54044 4.26097 0.0 0.0 0.0
Br 5.96342 0.99791 -4.07503 0.0 0.0 0.0
C 4.25700 0.26611 -3.72410 0.0 0.0 0.1
C 3.65281 -0.59698 -4.67930 -0.1 -0.1 0.0
Br 4.55797 -0.99908 -6.29037 0.0 0.0 0.0
C 2.41763 -1.13230 -4.43023 0.1 0.0 -0.1
Br 1.55748 -2.27793 -5.65689 0.0 0.0 0.1
C 1.66367 -0.85491 -3.22010 0.0 0.1 0.0
O 0.54817 -1.32089 -3.02345 -0.1 -0.1 0.0
C 2.31050 0.03916 -2.20762 0.2 0.1 0.2
O 1.76450 0.31427 -1.12075 0.1 0.0 -0.3
C 3.60406 0.56366 -2.54914 0.1 0.0 -0.1
Br 4.39475 1.70673 -1.26154 0.0 0.0 0.0
S -2.42702 -2.30677 -1.82912 0.1 0.0 0.0
C -1.59392 -1.42073 -0.84812 0.8 0.8 0.7
```
Forces are in eV/Å.

Its expectation value of S² is 0.77. As for the spin multiplicity: 2. For the orbital gap (spin up / spin down), the calculation gives 4.23 / 4.20 eV. The calculation puts the energy above the lowest of the compared OMol25 structures with the same formula, charge and spin at 0.618 eV. Its total charge is -1. The calculation puts the HOMO energy (spin up / spin down) at -3.09 / -3.06 eV.